# 1
25
Properties=species:S:1:pos:R:3 method="wB97M-V/def2-TZVPD" e_tot_ha=-1425.718804 relative_energy_kcal_mol=64.4 spin_multiplicity=1 total_charge=-1 max_force_ev_per_a=3.92
C -1.54318 1.40162 3.56637
C -0.62567 2.35732 3.14860
C -1.95041 0.45243 2.72675
C -0.15514 2.25200 1.87277
C -1.48050 0.27587 1.33743
C -0.45689 1.19679 0.97425
C 1.26078 -0.05023 -0.91912
C 0.95080 -1.75392 -2.70822
C 1.80232 -0.55869 -2.16790
N -2.00413 -0.70113 0.68298
O 3.32878 -0.89133 0.04589
O 1.56117 -0.60196 1.70931
O 1.55558 -2.54026 0.24882
S 0.24861 1.29510 -0.63567
S 1.95315 -1.14700 0.46539
H -1.88933 1.45785 4.50016
H -0.39786 3.07274 3.88579
H -2.64738 -0.27571 3.22587
H 0.71024 2.99057 1.50323
H -0.17278 -1.60326 -3.06040
H 0.74195 -2.50607 -1.93548
H 1.51310 -2.19663 -3.65447
H 1.82238 0.15849 -2.96653
H 2.87405 -1.00158 -1.85903
H -1.76961 -1.03064 -0.23136


# 2
43
Properties=species:S:1:pos:R:3 method="wB97M-V/def2-TZVPD" e_tot_ha=-991.266676 spin_multiplicity=1 total_charge=+2 max_force_ev_per_a=8.89
C 3.42674 -0.41394 -3.29694
C 2.34352 0.42236 -3.48148
C 1.33715 0.63155 -2.51977
C 1.42939 -0.08118 -1.29562
C 2.51890 -0.95440 -1.13103
C 3.51900 -1.09352 -2.09976
C 0.28290 1.64288 -2.89988
C -1.14993 1.20499 -3.52899
N -1.80259 -0.04952 -3.09933
Zr 0.14659 -0.00518 0.76727
C 2.60455 -1.86175 0.09647
P 0.92060 -2.34162 0.70667
H 2.27567 0.94638 -4.43994
H 4.33332 -1.79789 -1.93611
H 4.19528 -0.53371 -4.07194
H 3.18486 -1.41767 0.92606
H 3.04884 -2.83304 -0.14441
H 0.12972 2.36827 -2.05422
H 0.75996 2.23465 -3.71757
H -1.78631 2.04096 -3.17554
C 1.09057 -3.09143 2.30469
C 0.41072 -3.63281 -0.44734
H -1.03791 1.19704 -4.71003
C -1.31633 -1.36915 -3.50128
C -2.98378 0.01813 -2.14416
H -0.40163 0.46430 2.45333
H -1.84168 -1.75714 -4.47334
H -0.19331 -1.34751 -3.60063
H -1.46849 -2.08978 -2.66908
H -4.00278 -0.34430 -2.62915
H -2.76754 -0.56363 -1.18309
H -3.08075 1.06849 -1.77202
H 1.00775 -4.52396 -0.21139
H -0.66267 -3.83817 -0.29892
H 0.56172 -3.34012 -1.49857
H 1.68706 -3.99420 2.14902
H 1.56359 -2.36576 2.97888
H 0.07158 -3.31560 2.65042
H 0.29656 -0.35755 2.50947
C 0.08499 2.22696 0.61358
H -0.71355 2.53749 -0.12271
H 1.04936 2.68873 0.29480
H -0.17853 2.59599 1.64112


# 3
44
Properties=species:S:1:pos:R:3 method="wB97M-V/def2-TZVPD" e_tot_ha=-2520.508163 s_squared=0.765 spin_multiplicity=2 total_charge=+1 max_force_ev_per_a=5.88
Li -0.06680 -0.33026 -0.18177
C 1.86541 3.27902 0.47277
F 1.16893 3.83973 -0.49705
F 3.03917 2.88721 -0.03506
F 2.14718 4.27812 1.34829
S 0.97642 1.81595 1.42950
O 1.44119 1.90620 2.82810
O -0.46055 1.99820 1.24053
N 1.53266 0.46171 0.51698
S 2.68095 -0.09778 1.43446
O 3.87701 0.73914 1.50283
O 2.16428 -0.67019 2.71275
C 3.27050 -1.67925 0.43034
F 3.69089 -1.35143 -0.82057
F 4.35927 -2.10616 1.16713
F 2.31075 -2.54459 0.44482
C -2.13055 -1.31882 2.18939
C -1.86628 -0.71446 3.61837
O -1.05084 0.42371 3.69538
O -0.90623 -1.43006 1.47954
H -2.73412 -0.62124 1.60872
H -2.59604 -2.25490 2.49790
H -1.37364 -1.49380 4.19978
H -2.81788 -0.55588 4.12571
H -0.32130 0.22598 4.28722
H -0.33906 -2.00676 1.99659
C 0.56066 -1.29068 -2.93381
C 1.03379 0.14457 -3.00218
O 2.17645 0.53190 -2.15627
O 0.37466 -1.82573 -1.58568
H 1.36936 -1.92665 -3.29387
H -0.30744 -1.46663 -3.56907
H 0.26285 0.87896 -2.76887
H 1.34829 0.43303 -4.00517
H 2.01369 0.39621 -1.21995
H 0.03984 -2.71791 -1.70192
C -2.85246 0.42901 -1.87384
O -1.85265 0.21855 -1.18826
N -3.68701 1.41189 -1.70835
N -3.31114 -0.32868 -2.82762
H -4.54963 1.35740 -2.23086
H -3.50098 2.23683 -1.15612
H -2.84796 -1.16393 -3.15614
H -4.13165 0.00242 -3.31468


# 4
44
Properties=species:S:1:pos:R:3 method="wB97M-V/def2-TZVPD" e_tot_ha=-5655.818690 relative_energy_kcal_mol=14.6 s_squared=2.050 spin_multiplicity=3 total_charge=0 max_force_ev_per_a=1.43
V 0.03016 -0.08380 0.48486
O 2.13885 1.52375 -2.42848
Cl 1.37756 1.15630 -1.30719
O 2.15690 0.54967 -0.23357
O 0.36314 0.09163 -1.62796
O 0.59196 2.23390 -0.75009
C -2.75051 -0.45984 -3.02019
N -2.67965 0.80545 -2.30674
C -2.68136 2.06128 -2.87841
C -2.49473 2.95824 -1.88334
N -2.39352 2.23326 -0.72088
C -2.48590 0.91874 -0.98503
S -2.33949 -0.35476 0.16182
H -2.94340 -0.24195 -4.06730
H -3.55520 -1.06665 -2.61160
H -1.80265 -0.98588 -2.91372
H -2.81483 2.19934 -3.93299
H -2.42311 4.02688 -1.90264
H -2.15893 2.58044 0.19858
F -0.81154 -1.44358 7.36849
C -0.52967 -0.78703 6.23968
C 0.24594 0.36412 6.27167
F 0.71362 0.81502 7.43748
C 0.53133 1.03780 5.09246
F 1.27788 2.14381 5.18290
C 0.06101 0.59810 3.86020
Se 0.47348 1.55661 2.26378
C -0.70698 -0.54681 3.86670
F -1.19383 -1.02295 2.68921
C -1.01109 -1.24842 5.02151
F -1.76237 -2.35206 4.97054
C -0.02365 -3.94626 2.00709
C -0.02456 -3.25745 0.64489
C 0.48380 -4.22616 -0.42159
C 0.83067 -1.97819 0.63362
H -0.61052 -4.86517 1.98238
H -0.43013 -3.31800 2.78701
H 0.99726 -4.21464 2.28936
H -1.06533 -3.01764 0.38707
H 1.52810 -4.48509 -0.23678
H 0.42856 -3.78006 -1.41558
H -0.09372 -5.15123 -0.43240
H 1.46404 -1.96459 -0.26142
H 1.51902 -1.95384 1.48928


# 5
33
Properties=species:S:1:pos:R:3 method="wB97M-V/def2-TZVPD" e_tot_ha=-818.336809 relative_energy_kcal_mol=55.7 spin_multiplicity=1 total_charge=0 max_force_ev_per_a=7.85
C 2.89521 0.64778 -2.14386
C 2.54763 0.77792 -0.67692
C 1.80006 2.06130 -0.26528
C 1.68326 -0.53451 -0.18757
N 0.21820 -0.18352 -0.46267
C -0.64514 -1.26829 -0.42079
O -0.17096 -2.35536 -0.02477
C -2.09450 -0.95020 -0.77783
N -2.90348 -2.31904 -0.75991
C -2.80421 0.08374 0.14883
C -2.18125 1.40325 0.23808
N -2.89701 2.21070 1.04713
O -1.31412 1.87937 -0.57456
C 1.97752 -0.69192 1.21203
O 2.89666 -1.39218 1.59399
O 1.05704 -0.01613 2.03706
H 3.43983 -0.26300 -2.42468
H 1.81426 0.68334 -2.60918
H 3.41332 1.49062 -2.46043
H 3.41221 0.78220 0.11465
H 1.39328 2.05488 0.77121
H 1.00215 2.21226 -0.96220
H 2.41129 2.96380 -0.34378
H 2.05991 -1.33432 -0.83891
H -0.15567 0.66745 -0.39852
H -2.28987 -0.44262 -1.67884
H -2.41873 -3.06585 -0.07237
H -2.80292 -2.78976 -1.70119
H -3.86670 0.18721 -0.20994
H -2.66841 -0.22479 1.13612
H -2.75109 3.26448 1.00782
H -3.27681 1.92632 1.95308
H 1.53951 -0.16903 2.93149


# 6
89
Properties=species:S:1:pos:R:3 method="wB97M-V/def2-TZVPD" e_tot_ha=-3917.467120 relative_energy_kcal_mol=0.0 s_squared=6.040 spin_multiplicity=5 total_charge=0 max_force_ev_per_a=1.71
Co 0.54796 -0.26780 0.95183
O -0.86956 1.59294 0.26245
C -1.87989 1.63992 -0.70660
C -2.70737 2.73994 -0.81370
C -3.73074 2.77621 -1.75178
C -3.93556 1.66184 -2.57209
C -3.14873 0.54787 -2.43737
C -2.08005 0.46617 -1.49501
C -1.36249 -0.74522 -1.43001
N -0.39812 -1.12017 -0.57308
N 0.14386 -2.35577 -0.83032
C 1.11814 -2.70038 -0.03544
O 1.56988 -1.97458 0.95729
C 1.77313 -3.99522 -0.33320
C 3.13926 -4.15344 -0.11483
C 3.76288 -5.35418 -0.41821
C 3.02597 -6.41704 -0.92016
C 1.66074 -6.26825 -1.12958
C 1.03797 -5.06423 -0.84408
H -2.56031 3.58461 -0.15270
H -4.35843 3.65257 -1.83679
H -4.73293 1.67360 -3.30489
H -3.34138 -0.32486 -3.04954
H -1.62344 -1.49908 -2.16886
H 3.70878 -3.32288 0.28436
H 4.83059 -5.46026 -0.26651
H 3.51354 -7.35757 -1.14483
H 1.07687 -7.09513 -1.51494
H -0.02068 -4.92980 -1.01620
C -4.99963 0.65864 2.65818
C -4.23799 -0.19834 1.87851
C -2.85484 -0.13395 1.93365
C -2.22631 0.80647 2.74707
C -2.99487 1.67945 3.51056
C -4.37710 1.59492 3.47286
P -0.39977 0.84374 2.72548
C 0.11470 0.71827 4.46672
C 0.79712 -0.45155 4.80807
C 1.27714 -0.64026 6.09471
C 1.08622 0.34316 7.05315
C 0.39248 1.50101 6.72820
C -0.09468 1.68968 5.44466
C -0.00283 2.54674 2.18172
C 0.71696 3.54548 2.82554
C 1.07562 4.69752 2.13952
C 0.75418 4.84063 0.79583
C 0.06798 3.84168 0.12287
C -0.30671 2.70623 0.82012
H -6.08011 0.60251 2.63068
H -4.71504 -0.90799 1.21541
H -2.25088 -0.80314 1.32905
H -2.52313 2.43540 4.12439
H -4.97073 2.26929 4.07688
H 0.94728 -1.21337 4.04953
H 1.80571 -1.55052 6.34636
H 1.47634 0.21138 8.05397
H 0.23159 2.26514 7.47794
H -0.64505 2.59197 5.21660
H 1.00484 3.42916 3.86109
H 1.61727 5.48256 2.65138
H 1.05161 5.73390 0.26224
H -0.15450 3.92439 -0.93238
C 3.47166 1.15165 2.03010
C 3.24385 1.06518 0.56041
N 2.11321 0.71364 -0.01662
C 2.32475 0.72161 -1.37470
C 3.60242 1.09882 -1.62267
N 4.18313 1.30314 -0.38721
C 5.54943 1.71797 -0.16934
N 6.47686 0.79729 -0.75133
N 7.35134 1.23693 -1.69707
N 8.16092 0.30090 -1.98614
C 7.85723 -0.80657 -1.22793
C 8.45129 -2.06741 -1.16478
C 7.90498 -2.97606 -0.28548
C 6.79215 -2.65742 0.51064
C 6.19581 -1.41413 0.46605
C 6.76220 -0.49273 -0.41086
H 2.67405 0.61096 2.53719
H 3.45708 2.18759 2.37321
H 4.41932 0.69669 2.31953
H 1.54806 0.44041 -2.06682
H 4.15752 1.20989 -2.53818
H 5.71109 1.79817 0.90473
H 5.73901 2.68327 -0.63660
H 9.30438 -2.30533 -1.78515
H 8.33437 -3.96591 -0.20546
H 6.38491 -3.41061 1.17231
H 5.32310 -1.18444 1.06440